{
  "formula": "C50H52N2P2SSbSn",
  "method": "wB97M-V/def2-TZVPD",
  "species": ["Sn", "C", "C", "C", "C", "C", "C", "P", "C", "C", "C", "C", "C", "C", "C", "C", "C", "C", "C", "C", "C", "C", "C", "C", "H", "H", "H", "H", "H", "H", "H", "H", "H", "H", "H", "H", "H", "H", "H", "H", "N", "C", "C", "C", "C", "C", "N", "H", "H", "H", "H", "H", "H", "C", "S", "C", "H", "H", "H", "H", "H", "H", "C", "P", "C", "C", "H", "H", "H", "H", "H", "H", "H", "H", "H", "C", "C", "C", "C", "C", "C", "Sb", "C", "C", "C", "C", "C", "C", "C", "C", "C", "C", "C", "C", "H", "H", "H", "H", "H", "H", "H", "H", "H", "H", "H", "H", "H", "H", "H"],
  "xyz": [[-0.0783, -0.5169, -0.2407], [-2.8374, -1.5520, -6.1277], [-1.5339, -1.7310, -5.6849], [-1.1122, -1.1097, -4.5253], [-1.9848, -0.2877, -3.8137], [-3.2892, -0.1112, -4.2544], [-3.7054, -0.7397, -5.4179], [-1.2971, 0.5892, -2.3739], [-2.4020, 1.9940, -2.0537], [-2.0362, 3.2943, -2.3940], [-2.9324, 4.3345, -2.2178], [-4.1841, 4.0891, -1.6758], [-4.5398, 2.8011, -1.3044], [-3.6544, 1.7527, -1.4872], [0.1593, 1.3430, -3.1297], [-0.0082, 2.0137, -4.3230], [1.0699, 2.6528, -4.9398], [2.3130, 2.5743, -4.3743], [2.5323, 1.8768, -3.1693], [3.8145, 1.8041, -2.5947], [4.0225, 1.1581, -1.4134], [2.9488, 0.5214, -0.7677], [1.6972, 0.5689, -1.3035], [1.4298, 1.2531, -2.5060], [-3.1733, -2.0451, -7.0273], [-0.8487, -2.3383, -6.2560], [-0.0937, -1.2344, -4.1768], [-3.9679, 0.5266, -3.7116], [-4.7091, -0.5758, -5.7773], [-1.0585, 3.5026, -2.7990], [-2.6424, 5.3351, -2.5010], [-4.8761, 4.9061, -1.5390], [-5.5118, 2.6155, -0.8724], [-3.9380, 0.7487, -1.1939], [-0.9886, 2.0463, -4.7825], [0.9116, 3.2000, -5.8547], [3.1622, 3.0416, -4.8471], [4.6390, 2.2651, -3.1181], [5.0006, 1.1225, -0.9637], [3.1412, -0.0137, 0.1512], [-2.3946, -2.8939, -2.0956], [-3.1508, -2.3525, -1.1155], [-4.5088, -2.6941, -0.9730], [-5.2479, -2.1275, 0.0326], [-4.6309, -1.2148, 0.8916], [-3.2984, -0.9540, 0.7069], [-2.5587, -1.5171, -0.2519], [-2.8596, -3.3796, -2.8423], [-1.5196, -2.4419, -2.3178], [-4.9495, -3.3832, -1.6741], [-6.2953, -2.3589, 0.1448], [-5.1881, -0.7164, 1.6642], [-2.7800, -0.2333, 1.3337], [3.4221, -0.9033, 3.0014], [2.3302, 0.4615, 2.5165], [3.2783, 1.8486, 3.1856], [3.7214, -0.7635, 4.0348], [4.2942, -0.9190, 2.3521], [2.8604, -1.8264, 2.9053], [4.2751, 1.8299, 2.7516], [3.3238, 1.7576, 4.2676], [2.7612, 2.7617, 2.9065], [0.0256, -4.4872, -1.1476], [1.0166, -2.9599, -0.9610], [2.2029, -3.4355, 0.3516], [2.1054, -2.9561, -2.4285], [0.6380, -5.3486, -0.8867], [-0.3094, -4.5945, -2.1754], [-0.8450, -4.4499, -0.4992], [2.7198, -4.3464, 0.0491], [1.6818, -3.6252, 1.2887], [2.9412, -2.6504, 0.4961], [2.5352, -3.9494, -2.5610], [2.9086, -2.2342, -2.2896], [1.5461, -2.6910, -3.3226], [2.2661, -2.3041, 6.9372], [2.0146, -0.9567, 6.7206], [1.2334, -0.5663, 5.6464], [0.6865, -1.5319, 4.8155], [0.9047, -2.8797, 5.0415], [1.7065, -3.2616, 6.1061], [-0.5646, -0.8671, 3.1915], [-1.6773, 0.7037, 4.1606], [-2.0686, 0.4298, 5.4614], [-2.8287, 1.3624, 6.1480], [-3.1743, 2.5596, 5.5425], [-2.7535, 2.8341, 4.2514], [-2.0039, 1.8999, 3.5503], [-1.9486, -2.5181, 3.0302], [-3.1773, -2.4247, 3.6597], [-4.0363, -3.5123, 3.6320], [-3.6675, -4.6758, 2.9769], [-2.4410, -4.7547, 2.3370], [-1.5786, -3.6711, 2.3614], [2.9056, -2.6080, 7.7511], [2.4225, -0.2089, 7.3835], [1.0287, 0.4838, 5.4725], [0.4406, -3.6293, 4.4118], [1.8980, -4.3095, 6.2765], [-1.7884, -0.4991, 5.9411], [-3.1381, 1.1493, 7.1596], [-3.7690, 3.2814, 6.0807], [-2.9978, 3.7781, 3.7888], [-1.6758, 2.1160, 2.5397], [-3.4659, -1.5204, 4.1793], [-4.9971, -3.4440, 4.1189], [-4.3343, -5.5238, 2.9671], [-2.1541, -5.6590, 1.8222], [-0.6121, -3.7280, 1.8721]],
  "atomic_forces_ev_per_a": [[0.6, -0.1, -0.7], [-0.1, 0.0, 0.0], [0.1, -0.1, 0.0], [0.0, 0.0, 0.0], [0.0, -0.2, 0.4], [0.1, 0.0, 0.2], [-0.1, 0.0, -0.1], [0.3, 0.8, -0.6], [0.0, -0.3, 0.4], [0.1, 0.0, 0.0], [0.0, 0.0, 0.1], [0.1, 0.1, 0.0], [-0.1, -0.1, 0.1], [0.0, 0.0, 0.1], [-0.2, -0.1, 0.1], [0.0, -0.3, 0.2], [0.2, 0.0, 0.0], [-0.1, 0.0, -0.1], [-0.4, -0.2, 0.2], [0.3, 0.0, 0.0], [0.1, 0.0, -0.1], [-0.1, -0.2, -0.1], [-0.9, -0.6, 1.2], [0.0, 0.2, -0.4], [0.0, 0.0, -0.1], [0.1, -0.1, 0.0], [0.1, 0.0, -0.1], [-0.1, 0.1, 0.0], [-0.1, 0.0, 0.0], [0.0, 0.1, 0.0], [0.0, 0.1, 0.0], [-0.1, 0.0, 0.0], [-0.1, 0.0, 0.0], [-0.1, 0.0, 0.0], [0.0, 0.0, -0.1], [0.0, 0.0, -0.1], [0.1, 0.1, -0.1], [0.1, 0.1, 0.0], [0.2, 0.0, 0.0], [0.0, 0.1, 0.0], [0.4, -0.2, -0.1], [-0.4, 0.0, 0.5], [0.1, 0.1, -0.1], [0.3, 0.1, -0.1], [0.0, 0.1, 0.0], [-0.3, 0.2, 0.2], [0.7, 0.1, -0.2], [0.0, 0.1, -0.2], [-0.4, -0.1, -0.2], [-0.1, -0.1, -0.1], [-0.1, -0.1, 0.0], [0.0, 0.1, 0.2], [-0.1, 0.0, 0.1], [-0.3, 0.4, -0.1], [-0.1, -0.1, 0.1], [-0.2, -0.2, 0.0], [0.0, -0.1, 0.1], [0.1, 0.0, 0.0], [0.0, -0.2, 0.0], [0.0, 0.1, 0.0], [0.1, 0.1, 0.0], [0.0, 0.1, 0.0], [-0.1, 0.3, 0.1], [0.5, -0.6, 0.1], [-0.3, 0.3, 0.0], [-0.3, 0.4, 0.1], [0.2, 0.0, 0.0], [-0.1, 0.0, 0.0], [-0.1, -0.1, 0.0], [0.0, 0.0, -0.1], [0.0, 0.0, 0.1], [0.1, 0.1, 0.0], [-0.1, -0.1, 0.1], [0.0, 0.1, 0.0], [0.0, 0.0, -0.1], [0.0, -0.1, -0.1], [-0.1, 0.1, 0.0], [0.0, 0.3, -0.1], [-0.3, 0.2, -0.7], [-0.1, -0.2, -0.2], [0.1, -0.1, 0.0], [-0.4, -0.2, 0.3], [0.5, -0.5, -0.6], [0.1, -0.3, 0.2], [0.0, -0.1, 0.1], [0.0, 0.0, 0.0], [0.0, 0.0, -0.1], [0.0, 0.1, -0.3], [0.6, 0.6, 0.0], [0.0, 0.1, 0.2], [0.0, 0.0, 0.0], [-0.1, 0.0, 0.0], [0.1, 0.0, -0.1], [0.2, 0.0, -0.1], [0.0, 0.0, 0.1], [0.0, 0.0, 0.1], [0.1, 0.1, 0.0], [0.0, -0.1, 0.0], [0.0, -0.1, 0.1], [0.0, 0.0, 0.1], [-0.1, 0.0, 0.1], [0.0, 0.1, 0.1], [-0.1, 0.1, 0.0], [0.0, 0.1, 0.0], [-0.1, 0.0, 0.0], [-0.1, 0.0, 0.1], [-0.1, -0.1, 0.0], [0.0, -0.1, 0.0], [0.0, -0.1, -0.1]],
  "total_charge": 3,
  "multiplicity": 1,
  "e_tot_ev": -97431.397,
  "e_above_lowest_ev": 2.004,
  "homo_ev": -15.18
}

=====

{
  "formula": "C31H31N4OS2Ta",
  "method": "wB97M-V/def2-TZVPD",
  "species": ["Ta", "S", "C", "N", "C", "C", "N", "C", "C", "C", "C", "C", "C", "C", "C", "S", "C", "C", "C", "C", "C", "C", "C", "H", "H", "H", "H", "H", "H", "H", "H", "H", "H", "H", "H", "H", "H", "H", "H", "H", "H", "N", "C", "N", "C", "C", "O", "C", "C", "H", "H", "H", "H", "H", "H", "H", "H", "C", "C", "C", "C", "C", "C", "C", "C", "H", "H", "H", "H", "H"],
  "xyz": [[11.2199, 13.0586, 14.3638], [13.1432, 12.4285, 13.0631], [12.4356, 10.9297, 12.5540], [13.3055, 9.9192, 12.1853], [12.8603, 8.5532, 12.4772], [11.4505, 8.2485, 12.0135], [10.5792, 9.4170, 12.1399], [9.2084, 9.2867, 11.5959], [8.9195, 10.1268, 10.3859], [9.8241, 10.6660, 9.4762], [9.3501, 11.1874, 8.2546], [7.9880, 11.3626, 8.0124], [7.1251, 11.0850, 9.0225], [7.6022, 10.5260, 10.2013], [11.0376, 10.5918, 12.6730], [9.7502, 11.5974, 13.3278], [14.5938, 10.2917, 11.6072], [14.7427, 10.5325, 10.1009], [15.2881, 11.7683, 9.7068], [15.5834, 11.9778, 8.3173], [15.2589, 11.0225, 7.3640], [14.5340, 9.8456, 7.7948], [14.3464, 9.6423, 9.1334], [12.9989, 8.4074, 13.5979], [13.4944, 7.8371, 11.9761], [10.9837, 7.5474, 12.6913], [11.4590, 7.8365, 10.9861], [8.4995, 9.5300, 12.3851], [9.1228, 8.2609, 11.2506], [10.8734, 10.8233, 9.7532], [10.0672, 11.4676, 7.4798], [7.6080, 11.8748, 7.1239], [6.0568, 11.2417, 9.0205], [6.7767, 10.3440, 10.9251], [15.4164, 9.6309, 11.9024], [14.8980, 11.2479, 12.0456], [15.5584, 12.4098, 10.5082], [15.9408, 12.9909, 8.1773], [15.5690, 11.1215, 6.3274], [14.3037, 9.0604, 7.0003], [13.8261, 8.6564, 9.3988], [11.7591, 12.9263, 16.2471], [11.2911, 12.4139, 17.2660], [11.4409, 11.8655, 18.4394], [10.1648, 11.8143, 19.2127], [9.4605, 10.4427, 19.2437], [10.4233, 9.3957, 19.3538], [11.7127, 9.4627, 18.6974], [12.4045, 10.8156, 18.8432], [9.4125, 12.5540, 18.7629], [10.4574, 12.1261, 20.1936], [8.7255, 10.3386, 18.4270], [8.9089, 10.4538, 20.1862], [11.6043, 9.4062, 17.6106], [12.2231, 8.5912, 19.1510], [13.2815, 10.9216, 18.1568], [12.6386, 11.0777, 19.8575], [10.8482, 14.8452, 13.9987], [11.4417, 15.8917, 13.6940], [11.8836, 17.1237, 13.1818], [12.5049, 18.1537, 13.8687], [12.8873, 19.3367, 13.2246], [12.7951, 19.4282, 11.8514], [12.0233, 18.4212, 11.1835], [11.5974, 17.3042, 11.8063], [12.7594, 18.0029, 14.9435], [13.4685, 20.0889, 13.8064], [13.2027, 20.2779, 11.3261], [11.8961, 18.5312, 10.1215], [11.1047, 16.4358, 11.3803]],
  "atomic_forces_ev_per_a": [[1.4, -0.9, -0.6], [-0.7, 0.8, -0.4], [3.1, -3.1, 0.1], [-2.6, 2.8, 0.1], [0.5, -0.5, 1.2], [0.2, 0.7, -0.7], [1.0, 2.7, 0.6], [0.3, -0.2, -0.2], [-0.3, 2.0, 0.2], [0.3, 0.2, -0.7], [0.9, 0.0, 0.3], [0.3, 0.8, -0.8], [-0.5, -0.5, 1.4], [-2.0, -0.8, 0.5], [-2.4, -3.0, -0.9], [-0.6, -0.3, -1.0], [2.2, 0.3, -0.1], [-0.7, 1.4, 0.2], [-0.3, -2.1, -1.5], [-0.8, 0.5, 2.3], [-0.7, -1.0, 0.9], [1.7, 0.6, -2.3], [-1.8, -2.9, 0.2], [-0.2, 0.2, -1.3], [0.5, 0.0, 0.0], [0.0, -0.6, 0.1], [-0.4, 0.4, 0.4], [-0.2, -0.4, 0.0], [-0.1, -0.4, 0.6], [-0.1, -0.7, -0.5], [-0.1, 0.1, 0.4], [0.4, -0.5, 0.0], [0.0, 0.3, -0.5], [1.0, -0.3, -0.2], [-0.7, -0.5, 0.3], [-0.2, -0.3, 0.1], [0.4, 1.1, 0.1], [0.5, -0.3, -0.9], [-0.3, 0.2, 0.1], [0.1, 1.2, 1.4], [0.8, 1.4, -0.1], [-2.3, -1.0, 3.1], [4.7, -0.8, 0.6], [-3.1, 1.0, -2.6], [-1.9, 1.1, -0.3], [1.3, 0.2, 0.0], [0.4, 0.2, -0.2], [-1.6, 0.1, 0.4], [1.0, -0.1, -0.9], [1.2, -0.7, 0.8], [0.0, 0.3, 0.7], [0.6, -0.3, 0.0], [-0.1, -0.2, -0.1], [-0.2, -0.8, -0.2], [0.2, 0.8, -0.6], [-0.5, -0.3, 0.9], [0.3, 0.1, 0.6], [-0.4, 0.1, 0.0], [0.5, 3.7, -0.8], [-0.6, -1.6, 0.2], [1.1, 1.0, 2.0], [1.3, -0.3, 1.4], [-1.7, -0.9, 0.0], [1.1, 1.1, -0.9], [-0.2, -1.2, 0.2], [-0.3, 0.3, -0.9], [-0.8, -0.6, -0.5], [0.0, 0.0, -0.2], [-0.2, 0.0, -0.2], [-0.1, 0.6, -0.8]],
  "total_charge": 4,
  "multiplicity": 1,
  "e_tot_ev": -63832.194,
  "e_above_lowest_ev": 1.657,
  "homo_ev": [-18.22, -18.20]
}